49
Properties=species:S:1:pos:R:3:forces:R:3 method="wB97M-V/def2-TZVPD" e_homo_ev="-1.57 / -1.57" total_charge=-2 mol_weight_g_mol=674.723 s2=16.00 total_energy_ha=-3642.0463 spin_multiplicity=8
Gd -1.070921 1.684717 1.152411 -0.5997 0.1225 -0.6007
C -1.582551 3.115680 -1.341506 0.1312 0.0865 0.0102
C -2.660784 2.214626 -1.416275 0.1345 -0.0762 0.0334
C -3.535260 2.491435 -0.349110 0.0001 -0.1136 0.1919
C -2.994445 3.555569 0.395913 -0.0590 0.1518 0.1705
C -1.783694 3.946750 -0.220547 0.1197 0.2991 -0.0404
H -0.736340 3.153271 -2.014129 -0.0150 -0.0033 0.0002
H -2.784083 1.435452 -2.157232 -0.0063 -0.0091 0.0335
H -4.433688 1.939746 -0.106893 0.0530 0.0255 -0.0063
H -3.413516 3.992491 1.297822 0.0746 -0.0948 -0.1645
H -1.123255 4.735357 0.124424 -0.0898 -0.1016 -0.0556
S -0.568517 1.777816 6.585945 0.0340 0.0228 -0.1546
Sb -0.093427 1.450561 4.372029 0.5725 -0.2266 0.1555
S -0.411058 3.449820 3.057172 0.1962 -0.2412 0.1161
S -1.753295 0.131433 3.274701 0.0225 -0.0013 0.1386
S 1.965408 0.477695 3.806972 -0.5861 0.3084 0.1347
O -3.354679 -2.223113 -0.552506 0.0534 -0.2295 -0.0474
C -2.420548 -1.355555 -0.166649 0.3039 0.2751 -0.0305
O -2.690947 -0.288178 0.327111 0.0221 -0.3929 -0.0544
C -0.979105 -1.788954 -0.426980 -0.0252 0.0731 0.0369
N -0.930078 -3.000923 -1.278440 -0.1504 0.1577 0.0486
C -0.161544 -4.039876 -0.573484 0.0977 -0.1155 -0.0188
C -0.342907 -3.682943 0.894801 0.0619 -0.0005 0.0048
C -0.249894 -2.160106 0.879072 -0.0381 0.0401 0.0363
H -0.506695 -0.927438 -0.904828 0.0314 0.0042 0.0463
H -0.524947 -2.789607 -2.181438 -0.0874 0.0032 0.0384
H -2.829168 -2.944085 -0.974681 -0.0639 0.0755 -0.0349
H 0.902673 -3.994953 -0.841022 -0.0512 -0.0169 0.0409
H -0.541179 -5.031405 -0.837031 0.0433 0.0323 0.0394
H 0.410293 -4.135569 1.536539 0.0344 -0.0291 0.0045
H -1.323759 -4.008022 1.247760 -0.0660 -0.0095 0.0000
H 0.793090 -1.845238 0.811228 -0.1387 0.0013 0.0244
H -0.675466 -1.678006 1.764631 0.0505 -0.0126 -0.1273
C 3.899628 1.527832 -1.282554 -0.1864 -0.3249 -0.0081
Si 2.403295 0.433792 -0.819040 -0.0381 0.3591 0.0972
C 3.126808 -1.025897 0.154593 -0.0658 0.0944 -0.2200
C 1.778637 -0.232421 -2.498919 0.1291 0.1419 0.2966
C 1.155818 1.422886 0.113936 0.1294 -0.1236 -0.0452
H 4.647469 0.970556 -1.851933 0.0679 -0.0410 -0.0590
H 4.372186 1.901589 -0.377592 0.0608 0.0565 0.1711
H 3.591396 2.388719 -1.872207 -0.0803 0.1231 -0.0966
H 4.207454 -1.064144 0.009535 0.0965 0.0038 -0.0059
H 2.727005 -1.991385 -0.162982 -0.0467 -0.0395 -0.0294
H 2.930658 -0.906638 1.218548 -0.0420 0.0552 0.1738
H 2.583588 -0.683333 -3.079023 0.1527 -0.0292 -0.0389
H 1.338999 0.566560 -3.092909 -0.0688 0.1370 -0.0725
H 1.016081 -0.991752 -2.358988 -0.2015 -0.2011 0.0185
H 1.033777 2.395702 -0.399108 0.0391 -0.1424 0.0572
H 1.591487 1.629488 1.112861 -0.0063 -0.0743 -0.2087


122
Properties=species:S:1:pos:R:3:forces:R:3 method="wB97M-V/def2-TZVPD" e_homo_ev="-9.33 / -10.85" total_charge=+1 mol_weight_g_mol=1101.526 s2=8.76 total_energy_ha=-4266.0437 spin_multiplicity=6
Ir -0.015472 -0.120413 -0.018030 0.5699 0.9042 -0.7791
C 5.268828 3.563087 1.467570 -0.0198 -0.0028 -0.1067
C 4.889428 3.567387 -0.028330 0.1535 0.0521 0.1214
C 5.889528 4.432387 -0.796830 -0.2094 -0.1332 0.0673
C 4.901628 2.132187 -0.519030 -0.1926 0.0719 0.1442
C 5.974428 1.526687 -1.160430 -0.1254 -0.0917 0.0452
C 5.944828 0.182387 -1.491830 0.1416 -0.0183 -0.0208
C 4.851728 -0.599813 -1.168930 -0.0734 -0.0009 0.0629
C 3.765328 -0.022713 -0.526530 -0.4962 0.4698 0.0436
P 2.307928 -0.916213 0.096470 0.5458 -0.4024 0.0092
C 2.597128 -2.522113 -0.700730 -0.2426 0.0486 -0.0607
C 2.353128 -2.567613 -2.071730 -0.0654 -0.0137 0.1477
C 2.645928 -3.714913 -2.785130 0.0946 0.0079 -0.0362
C 3.153728 -4.825613 -2.127630 0.0619 -0.0232 -0.0230
C 3.387328 -4.785313 -0.763730 0.0551 -0.0584 0.0182
C 3.109228 -3.634013 -0.044430 -0.0079 0.1918 0.0083
C 2.796728 -1.162913 1.839070 -0.2554 0.1983 0.0677
C 1.840828 -1.682113 2.710170 -0.0531 -0.0687 -0.0927
C 2.112828 -1.816813 4.057970 0.0317 -0.0212 0.1300
C 3.347128 -1.427913 4.554270 0.0393 -0.0380 -0.0147
C 4.312728 -0.934913 3.692570 0.0446 0.0358 0.0886
C 4.041228 -0.794813 2.341270 -0.0335 -0.0462 -0.1583
C 3.796428 1.338987 -0.235530 0.3672 -0.4582 -0.4681
O 2.652828 1.841787 0.325570 0.4763 0.3902 0.2795
C 2.417728 3.164887 0.050870 -0.3939 0.6391 -0.1490
C 1.087328 3.552787 -0.073030 0.3549 -0.6244 0.3635
C 0.794528 4.880787 -0.363330 0.0672 -0.0171 0.0178
C 1.813828 5.795587 -0.528030 -0.1208 0.0500 0.0167
C 3.133828 5.387787 -0.435330 -0.0333 -0.1868 0.0275
C 3.461428 4.070287 -0.152530 0.0863 -0.1580 -0.0431
P -0.257972 2.309587 -0.058630 -0.2893 0.3540 -0.6136
C -0.849072 2.708687 -1.745130 -0.1657 -0.1871 0.0092
C -1.947572 3.511087 -2.025830 0.0787 -0.0479 0.1464
C -2.288472 3.778087 -3.342030 -0.0571 0.0627 -0.0894
C -1.535772 3.256387 -4.379730 -0.0621 0.0262 0.0126
C -0.429872 2.468187 -4.103130 0.0882 -0.0135 -0.0174
C -0.087372 2.195987 -2.793530 -0.0552 -0.0731 0.1385
C -1.495272 3.070987 1.044970 0.0038 -0.3244 0.0776
C -2.789472 2.554987 0.990470 0.1623 0.0289 -0.0427
C -3.799772 3.094487 1.764070 -0.0545 0.0032 -0.0582
C -3.516672 4.126387 2.645970 0.0912 0.0241 -0.0490
C -2.219672 4.601187 2.747570 -0.0418 0.0718 0.1139
C -1.211072 4.087787 1.949970 0.0968 -0.1458 -0.1400
H 6.264228 3.145387 1.601770 0.1104 -0.0461 0.0154
H 4.565128 2.971087 2.049370 -0.0699 -0.0752 0.0609
H 5.262328 4.578987 1.855670 -0.0077 0.1154 0.0502
H 6.900028 4.057287 -0.657530 0.0730 -0.0018 0.0232
H 5.878728 5.453787 -0.429630 0.0248 0.1034 0.0388
H 5.660128 4.435887 -1.860130 0.0152 0.0521 -0.1145
H 6.853028 2.099087 -1.404430 0.0969 0.1196 -0.0303
H 6.795028 -0.260413 -1.987230 0.0531 -0.0526 -0.0694
H 4.841828 -1.648613 -1.419930 0.0163 -0.0997 0.0115
H 1.920928 -1.702213 -2.558130 -0.0173 0.0388 -0.1402
H 2.493628 -3.747813 -3.852930 -0.1065 0.0111 -0.1086
H 3.368428 -5.725113 -2.682230 0.0685 -0.1094 -0.0824
H 3.802428 -5.647513 -0.261830 -0.0276 -0.0634 0.0537
H 3.285528 -3.599913 1.021370 0.0722 -0.0055 0.0713
H 0.895928 -2.008813 2.304370 -0.1184 0.0095 0.1189
H 1.370628 -2.230713 4.725270 -0.0818 -0.0326 0.0280
H 3.559328 -1.523413 5.607470 0.0431 -0.0111 0.1181
H 5.281728 -0.654613 4.078470 0.0756 0.0399 -0.0010
H 4.798828 -0.409713 1.673970 0.0753 0.0552 0.0274
H -0.234672 5.182487 -0.483730 -0.0889 0.0719 -0.0230
H 1.586428 6.827187 -0.746530 -0.0446 0.0886 -0.0395
H 3.911628 6.113987 -0.599330 0.1370 0.0677 -0.0100
H -2.545872 3.918787 -1.222430 -0.0393 0.0305 0.0138
H -3.150372 4.391587 -3.557030 -0.0798 0.0681 -0.0068
H -1.814572 3.457787 -5.402830 -0.0127 0.0340 -0.0951
H 0.158528 2.059787 -4.910830 0.0593 -0.0471 -0.0571
H 0.757828 1.557187 -2.569930 0.0495 -0.0234 -0.0875
H -2.990072 1.727587 0.324070 -0.1429 -0.1109 -0.0950
H -4.807772 2.715187 1.681070 -0.0539 -0.0632 -0.0017
H -4.300572 4.559487 3.248070 -0.0668 0.0103 0.0782
H -1.982672 5.384287 3.449070 -0.0072 0.1417 0.1010
H -0.209972 4.486187 2.032670 0.0368 0.0137 0.0095
O -0.946772 0.259887 2.369670 -0.1364 -0.0566 -0.4001
H -1.449672 -0.504313 2.672670 0.0703 -0.1240 0.2440
H -0.241672 0.418887 3.003570 0.1198 -0.1315 0.2042
O -0.044072 -2.469513 0.481170 -1.6505 -0.2253 -0.3768
N -1.251372 -2.885713 0.247570 0.9245 1.3430 0.4556
O -2.117672 -1.824013 0.080970 1.9553 -0.4192 -0.0968
F -0.722272 -0.512213 -1.970330 0.4071 -0.1492 0.9894
C -0.815872 -4.175413 -2.429730 -0.1212 -0.0346 0.7453
Si -1.308972 -4.458713 -0.615230 -0.0072 -1.8501 -0.6119
C -3.043572 -5.224813 -0.430330 0.6294 0.4959 -0.1542
C -0.037572 -5.459013 0.375070 -0.4698 0.4437 -0.3102
Si -3.785872 -1.844813 0.047270 -0.9408 0.1235 0.1646
Si -4.412472 -0.904113 -2.030430 -0.9203 0.4617 -0.7503
C -4.581272 1.004487 -1.958830 0.1961 -0.7217 0.1427
C -6.156872 -1.677513 -2.192430 0.6225 0.3496 -0.0230
C -3.375272 -1.360013 -3.571230 -0.1019 -0.0091 0.8140
Si -4.154472 -1.650213 2.380470 -0.8783 -0.2686 1.2810
C -2.667072 -2.495313 3.290070 -0.2800 0.2663 -0.6414
C -5.692872 -2.739313 2.710470 0.5708 0.4840 -0.0203
C -4.432472 0.008087 3.331170 0.1016 -0.4454 -0.7363
H 0.209928 -4.497313 -2.596530 0.0212 -0.0544 0.1022
H -0.870872 -3.125213 -2.703130 -0.0504 0.2662 0.0484
H -1.456472 -4.732813 -3.105530 -0.1997 -0.1465 -0.0378
H -2.968572 -6.286913 -0.644330 0.1560 -0.2601 -0.0683
H -3.760172 -4.817813 -1.136030 -0.1121 0.1543 -0.1383
H -3.465672 -5.131713 0.565370 0.0404 0.0847 0.2220
H 0.204828 -6.394513 -0.119130 -0.0227 -0.1517 -0.2279
H -0.409572 -5.712413 1.362870 -0.1858 0.0233 0.1963
H 0.883428 -4.898013 0.500870 0.0505 0.0751 -0.0746
H -5.161772 1.342187 -1.103630 -0.1148 -0.0183 0.1398
H -5.059672 1.386887 -2.857430 -0.1057 -0.0819 -0.1888
H -3.599372 1.465487 -1.903230 0.1793 0.0168 -0.0037
H -6.776972 -1.466113 -1.327830 -0.1138 0.0721 0.2406
H -6.119772 -2.754313 -2.315830 0.1080 -0.2437 0.0113
H -6.665672 -1.274013 -3.060030 -0.1219 0.1570 -0.2496
H -2.422672 -0.836913 -3.564730 0.1119 0.0682 0.1095
H -3.910572 -1.091713 -4.481630 -0.2335 0.0937 0.0666
H -3.169772 -2.426213 -3.618430 0.0134 -0.1819 0.0067
H -2.917272 -3.511913 3.580070 -0.1520 -0.1592 -0.0468
H -2.387572 -1.974913 4.204070 -0.0988 0.2085 0.0978
H -1.784972 -2.569613 2.660670 0.2640 -0.0642 -0.0746
H -5.539972 -3.774613 2.421870 0.1060 -0.1444 -0.1275
H -6.564372 -2.369613 2.180770 -0.1835 0.0945 -0.1322
H -5.921972 -2.724413 3.771270 -0.0684 0.0124 0.2509
H -3.623372 0.722387 3.200970 0.1347 0.0428 -0.0687
H -4.533972 -0.183013 4.397570 0.0341 -0.2761 0.1060
H -5.350672 0.493987 3.013670 -0.1520 0.0753 -0.1318